Record 1
C4H12O3 | ωB97M-V/def2-TZVPD

The electronic energy comes out at -10473.463 eV. The LUMO energy (spin up / spin down) is -0.2121 / -0.3035 hartree. Its total charge is +1. The orbital gap (spin up / spin down) is 8.490 / 6.002 eV. The spin multiplicity is 2. Its strongest force on any atom is 4.64 eV/A.

Last column: Löwdin charge in e.
Element x y z (Å)
C -3.2197 0.1659 1.1568  0.199
C -2.1763 0.3840 0.3397  -0.069
C -1.9276 -0.6629 -0.6562  -0.067
C -1.1660 -0.5044 -1.7752  0.160
H -3.3057 -0.9176 1.4824  0.144
H -3.6916 0.9949 1.6839  0.116
H -1.4886 1.2182 0.4157  0.115
H -2.3202 -1.6516 -0.5853  0.124
H -0.6309 -1.3310 -2.2584  0.107
H -0.9323 0.5195 -2.2805  0.142
H 3.5624 -1.2083 0.0138  0.026
H 3.5462 -1.3698 1.5257  0.053
O 2.9961 -1.0992 0.7774  -0.066
H 1.7874 0.8594 -1.2295  0.091
H 2.8360 1.0320 -2.3335  0.002
O 2.7783 0.6086 -1.5088  -0.072
H 1.1560 0.2744 1.7454  0.107
H 0.2793 0.6319 0.7246  -0.020
O 0.4931 1.0722 1.5695  -0.094

Cartesian forces (eV/Å) of the 3 atoms listed first:
C 0.0 -1.3 2.2
C 1.1 -1.5 -2.6
C 0.6 1.4 0.8

=====

Record 2
C42H87NO9 | ωB97M-V/def2-TZVPD

The electronic energy comes out at -64872.417 eV. The LUMO energy is -0.0012 hartree. Its total charge is 0. The orbital gap is 8.405 eV. As for the SMILES: CCN(CC)CC.C1CCOC1.C1CCOC1.C1CCOC1.C1CCOC1.C1CCOC1.C1CCOC1.C1CCOC1.C1CCOC1.C1CCOC1. Its strongest force on any atom is 5.23 eV/A.

Last column: Löwdin charge in e.
Element x y z (Å)
C -5.3504 -0.7061 -11.0065  -0.080
C -3.8479 -0.8319 -10.7200  -0.317
N -3.1648 0.4000 -10.5199  -0.180
C -1.7796 0.0765 -10.1342  -0.251
C -0.7614 1.2342 -9.9101  -0.090
C -3.8832 1.3595 -9.5964  -0.209
C -3.9753 0.9022 -8.1383  -0.097
H -5.7668 -1.6252 -11.4187  0.073
H -5.4464 0.1981 -11.6076  0.073
H -5.9547 -0.5341 -10.1158  0.064
H -3.7083 -1.5736 -9.9335  0.102
H -3.3176 -1.3375 -11.5270  0.110
H -1.8131 -0.4250 -9.1670  0.099
H -1.2981 -0.5451 -10.8890  0.112
H 0.2748 0.8998 -9.8581  0.066
H -0.9382 1.9716 -10.6931  0.070
H -0.9180 1.8537 -9.0271  0.055
H -4.7899 1.7367 -10.0694  0.107
H -3.2069 2.1967 -9.4241  0.093
H -4.4493 -0.0750 -8.0463  0.065
H -4.5522 1.5973 -7.5282  0.072
H -3.0409 0.8729 -7.5777  0.067
C 4.2221 -1.3658 -11.9166  -0.170
C 3.8719 -2.7929 -11.6904  -0.203
C 3.8927 -3.3084 -13.1249  -0.214
O 3.2637 -2.2906 -13.9134  -0.118
C 3.4350 -1.0299 -13.2511  -0.180
H 5.2463 -1.3797 -12.2893  0.109
H 4.0434 -0.7075 -11.0665  0.112
H 2.8780 -2.9007 -11.2560  0.112
H 4.5399 -3.2500 -10.9604  0.114
H 3.4645 -4.3107 -13.1204  0.113
H 4.8984 -3.5799 -13.4456  0.112
H 2.5010 -0.5171 -13.0214  0.105
H 3.9741 -0.2977 -13.8522  0.107
C 6.2454 -0.6504 -18.6497  -0.184
C 7.2150 0.4475 -18.7169  -0.180
C 6.8908 1.1940 -20.0962  -0.137
O 6.5640 0.0627 -20.8934  -0.156
C 6.1243 -1.0045 -20.1565  -0.245
H 5.3247 -0.1577 -18.3374  0.111
H 6.4035 -1.5984 -18.1354  0.116
H 8.2433 0.0861 -18.7038  0.112
H 6.9809 1.1289 -17.8990  0.105
H 7.6078 1.8513 -20.5880  0.119
H 5.9357 1.7016 -19.9608  0.109
H 6.8691 -1.7722 -20.3664  0.111
H 5.1649 -1.4207 -20.4638  0.118
C 2.1963 6.2813 -12.9796  -0.178
C 2.2815 5.9160 -14.4547  -0.177
C 3.0099 4.6064 -14.3735  -0.225
O 3.8164 4.8589 -13.2880  -0.149
C 3.6209 6.0198 -12.5350  -0.203
H 1.4929 5.6609 -12.4242  0.119
H 2.0029 7.3500 -12.8864  0.112
H 2.7208 6.7489 -15.0038  0.115
H 1.2702 5.9227 -14.8612  0.110
H 3.7068 4.2464 -15.1304  0.124
H 2.2661 3.8206 -14.2417  0.116
H 4.2657 6.7958 -12.9475  0.115
H 3.8340 6.0051 -11.4662  0.122
C 10.1034 -5.0563 -17.5975  -0.197
C 9.5598 -4.7986 -16.2534  -0.185
C 9.5849 -6.1874 -15.4852  -0.173
O 9.3920 -7.0782 -16.5716  -0.173
C 9.5550 -6.4222 -17.8645  -0.176
H 11.1735 -4.8493 -17.5948  0.120
H 9.6195 -4.3278 -18.2481  0.113
H 8.5140 -4.4928 -16.2838  0.108
H 10.0310 -3.9865 -15.6995  0.109
H 9.0188 -6.4098 -14.5806  0.111
H 10.6063 -6.4722 -15.2329  0.106
H 8.6122 -6.3492 -18.4066  0.117
H 10.2178 -7.1427 -18.3438  0.121
C -0.9587 -8.1872 -14.6354  -0.174
C -1.2578 -8.8382 -13.2838  -0.175
C -1.2294 -10.3156 -13.5664  -0.198
O -0.8749 -10.4750 -14.9479  -0.145
C -0.2267 -9.2775 -15.3601  -0.219
H -0.3034 -7.3173 -14.6799  0.109
H -1.8606 -7.8529 -15.1482  0.111
H -2.2648 -8.6816 -12.8973  0.103
H -0.6354 -8.4503 -12.4774  0.106
H -2.2316 -10.7195 -13.4233  0.121
H -0.4134 -10.7506 -12.9892  0.119
H -0.2362 -9.1998 -16.4473  0.126
H 0.7918 -9.3007 -14.9725  0.117
C 10.2462 -3.8923 -9.0763  -0.199
C 9.9936 -4.1381 -7.6219  -0.171
C 9.8282 -5.6542 -7.5056  -0.181
O 9.8836 -6.1610 -8.8652  -0.142
C 9.7513 -5.0850 -9.8051  -0.210
H 11.2537 -3.6503 -9.4146  0.115
H 9.6909 -3.0243 -9.4318  0.111
H 9.0730 -3.6924 -7.2452  0.107
H 10.7884 -3.8132 -6.9503  0.110
H 8.9228 -5.9119 -6.9561  0.111
H 10.6847 -6.0049 -6.9298  0.110
H 8.6872 -5.0114 -10.0294  0.116
H 10.3508 -5.2751 -10.6954  0.122
C 5.5097 -0.6741 -4.4174  -0.138
C 5.1742 0.3875 -5.4443  -0.201
C 3.6820 0.7076 -5.3506  -0.179
O 3.3750 0.3013 -4.0191  -0.146
C 4.4747 -0.1803 -3.3166  -0.221
H 6.5383 -0.5548 -4.0769  0.106
H 5.2346 -1.7155 -4.5847  0.108
H 5.4779 0.0035 -6.4182  0.105
H 5.7747 1.2909 -5.3377  0.111
H 3.1376 0.0472 -6.0256  0.114
H 3.5054 1.7605 -5.5703  0.117
H 4.2573 -0.8630 -2.4952  0.116
H 4.8988 0.6915 -2.8183  0.107
C 0.4525 -5.1680 -7.8300  -0.183
C -0.9173 -5.5836 -7.4417  -0.175
C -0.9632 -7.0862 -7.7688  -0.175
O 0.4218 -7.4602 -7.8020  -0.129
C 1.0647 -6.4319 -8.4543  -0.245
H 1.0151 -4.9564 -6.9207  0.108
H 0.4911 -4.2258 -8.3767  0.108
H -1.5920 -5.0359 -8.0997  0.112
H -1.0462 -5.5385 -6.3603  0.114
H -1.4471 -7.3221 -8.7165  0.116
H -1.3954 -7.6247 -6.9254  0.119
H 0.9318 -6.5152 -9.5330  0.112
H 2.1504 -6.4154 -8.3595  0.119
C 6.0287 -9.2319 -11.3770  -0.181
C 4.8933 -9.5191 -12.3333  -0.170
C 5.5986 -10.3927 -13.3737  -0.164
O 6.2765 -11.2478 -12.4299  -0.169
C 6.8909 -10.4956 -11.4273  -0.215
H 5.7622 -8.7846 -10.4194  0.106
H 6.6840 -8.4394 -11.7385  0.100
H 4.5165 -8.6541 -12.8791  0.106
H 4.1036 -10.0336 -11.7859  0.119
H 6.3658 -10.0220 -14.0536  0.122
H 4.8882 -10.9567 -13.9780  0.117
H 7.8461 -10.1848 -11.8506  0.108
H 7.1198 -11.0702 -10.5298  0.122

Cartesian forces (eV/Å) of the 3 atoms listed first:
C 0.5 0.4 0.4
C -0.7 -1.4 -0.4
N 0.2 1.8 0.6

=====

- total charge of number 2 (C42H87NO9)?
  0